No. 1
C4HIN2 | ωB97M-V/def2-TZVPD

SMILES = C#CC#CI.N#N
Kohn-Sham gap = 0.35054 Ha

XYZ file:
```
8
C4HIN2 (ωB97M-V/def2-TZVPD)
C -0.01 0.35 -0.25
C -1.17 0.30 0.02
C -2.52 -0.08 0.16
C -3.66 -0.47 0.16
I -5.64 -0.80 0.00
H 1.11 0.51 -0.35
N -0.57 -3.08 -0.56
N -0.93 -2.43 0.25
```

Results of the natural (NBO) charge analysis, in e, for atoms 1 through 6: C -0.155; C -0.091; C -0.111; C -0.205; I 0.310; H 0.259


No. 2
C4H17N2O5 | ωB97M-V/def2-TZVPD

Kohn-Sham gap = 0.39525 Ha
net charge = +1

XYZ file:
```
28
C4H17N2O5 (ωB97M-V/def2-TZVPD)
N -0.43 -0.05 -1.63
C -0.76 0.73 -0.39
C 0.10 2.00 -0.32
C 1.59 1.65 -0.08
O 1.57 0.24 0.22
C -2.24 1.06 -0.41
N -2.77 1.17 0.83
O -2.84 1.30 -1.43
H 0.35 0.41 -2.09
H -1.25 -0.20 -2.23
H -0.13 -1.01 -1.44
H -0.56 0.07 0.43
H -0.33 2.58 0.49
H 0.02 2.56 -1.24
H 2.06 2.16 0.75
H 2.17 1.74 -0.99
H 2.35 -0.21 -0.09
H -2.21 0.86 1.62
H -3.59 1.72 1.01
H 2.17 -2.49 -2.39
H 2.81 -2.54 -0.98
O 2.06 -2.22 -1.47
H -0.40 -0.87 3.56
H 0.64 -0.72 2.55
O -0.25 -0.39 2.73
H -0.41 -2.93 1.66
H 0.32 -3.73 0.55
O -0.04 -2.87 0.77
```

Results of the natural (NBO) charge analysis, in e, for atoms 1 through 6: N -0.676; C -0.146; C -0.439; C -0.072; O -0.764; C 0.647


No. 3
C17H19Cl2FeN3 | ωB97M-V/def2-TZVPD

2S+1 = 6
Kohn-Sham gap (spin up / spin down) = 0.16072 / 0.30630 Ha
net charge = -1

XYZ file:
```
42
C17H19Cl2FeN3 (ωB97M-V/def2-TZVPD)
Fe -1.09 -0.48 -0.86
Cl -1.34 0.53 -2.78
Cl -2.35 -1.92 0.04
C -2.52 1.09 1.23
H -1.80 0.57 1.80
H -3.38 0.47 0.91
C -1.89 2.46 0.39
C -2.83 2.43 1.63
H -0.81 2.36 0.51
C -4.25 2.84 1.36
H -2.47 2.61 2.65
C -4.64 2.79 -0.09
H -4.96 2.23 1.91
H -4.38 3.86 1.70
C -3.80 3.64 -0.95
H -4.54 1.78 -0.44
H -5.67 3.04 -0.19
C -2.27 3.33 -0.74
H -4.04 3.61 -2.02
H -3.94 4.67 -0.65
H -1.98 2.83 -1.70
H -1.72 4.30 -0.64
N 6.20 -6.49 -1.86
C 5.62 -5.53 -1.51
C 4.98 -4.33 -0.99
C 4.52 -3.38 -1.93
C 3.78 -2.27 -1.51
C 3.49 -2.13 -0.14
C 4.05 -2.99 0.82
C 4.79 -4.11 0.38
N 2.46 -1.23 0.28
C 2.01 -0.95 1.58
C 0.87 -0.24 1.47
N 0.56 -0.07 0.12
C 1.58 -0.67 -0.58
H 4.68 -3.52 -3.00
H 3.37 -1.56 -2.23
H 3.88 -2.90 1.90
H 5.19 -4.85 1.08
H 2.58 -1.31 2.41
H 0.32 0.17 2.27
H 1.74 -0.67 -1.67
```

Results of the natural (NBO) charge analysis, in e, for atoms 1 through 6: Fe 1.315; Cl -0.724; Cl -0.696; C -0.422; H 0.212; H 0.227